(1)
C3H9O3 | ωB97M-V/def2-TZVPD

XYZ file:
```
15
Properties=species:S:1:pos:R:3
O 1.17 2.54 1.17
O -1.98 -0.89 -2.56
O -0.36 -1.84 -0.44
C 0.20 0.46 0.29
C 0.40 -1.01 0.53
C 1.00 1.27 1.40
H 1.96 0.68 1.57
H -1.45 -1.34 -1.88
H -2.25 -0.07 -2.13
H 0.06 -1.27 1.53
H -0.84 0.77 0.30
H 1.44 -1.27 0.36
H 0.42 0.96 2.34
H -0.74 -2.52 0.07
H 0.61 0.73 -0.69
```

Results
Largest force on an atom, eV/A: 1.51
HOMO-LUMO gap, eV: 5.88
Charge: -1
Energy relative to the best compared isomer or geometry (same formula, charge and spin), kcal per mole: 21.7


(2)
C3H9O3 | ωB97M-V/def2-TZVPD

XYZ file:
```
15
Properties=species:S:1:pos:R:3
O -1.05 0.01 -0.22
O -1.82 2.18 0.62
O 1.76 0.55 -0.70
C 0.84 -1.33 0.38
C 1.23 -0.78 -0.99
C -0.66 -1.00 0.81
H 1.57 -0.89 1.24
H 2.12 -1.35 -1.21
H -0.45 -0.66 1.84
H -1.71 0.98 0.29
H -1.49 -1.83 0.79
H 0.99 0.99 -0.26
H 0.86 -2.43 0.57
H -1.79 2.69 -0.20
H 0.41 -0.70 -1.84
```

Results
Largest force on an atom, eV/A: 3.04
HOMO-LUMO gap (alpha / beta), eV: 11.13 / 7.04
Multiplicity: 2
Energy relative to the best compared isomer or geometry (same formula, charge and spin), kcal per mole: 57.9
Expectation value of S²: 0.763


(3)
C3H9O3S | ωB97M-V/def2-TZVPD

XYZ file:
```
16
Properties=species:S:1:pos:R:3
S -4.18 2.19 -1.28
O 1.29 1.30 1.62
O 1.26 -1.17 1.02
O -2.73 1.30 1.27
C 1.73 -0.53 -1.08
C 0.25 -1.02 -1.13
C 1.30 -1.56 -0.17
H 2.01 0.43 -0.51
H 0.42 1.05 1.91
H -3.59 1.17 1.61
H 1.55 -2.63 -0.31
H -0.46 -0.36 -0.85
H 1.45 0.29 1.24
H -2.65 1.76 0.53
H 2.50 -0.64 -1.86
H -0.15 -1.59 -1.99
```

Results
Largest force on an atom, eV/A: 7.22
HOMO-LUMO gap (alpha / beta), eV: 6.88 / 6.30
Multiplicity: 2
Charge: -2
Energy relative to the best compared isomer or geometry (same formula, charge and spin), kcal per mole: 12.2
Expectation value of S²: 0.753


(4)
C3H9O4PS | ωB97M-V/def2-TZVPD

XYZ file:
```
18
Properties=species:S:1:pos:R:3
S 2.23 -0.75 0.04
P 0.39 1.24 0.68
O 1.99 -1.82 0.95
O 1.96 0.71 0.79
O 0.10 1.73 -0.63
O -0.60 0.17 1.28
C -2.61 0.29 -0.03
C 1.46 -0.80 -1.48
C -1.49 -0.56 0.42
H 1.43 0.23 -1.86
H 2.06 -1.48 -2.10
H 0.61 2.11 1.86
H -0.97 -0.76 -0.51
H -3.17 0.70 0.71
H -3.17 -0.09 -0.77
H -1.83 -1.45 0.91
H 3.79 -0.55 0.23
H -2.18 1.10 -0.49
```

Results
Largest force on an atom, eV/A: 3.82
HOMO-LUMO gap, eV: 9.25
Energy relative to the best compared isomer or geometry (same formula, charge and spin), kcal per mole: 124.2


(5)
C3H9OP | ωB97M-V/def2-TZVPD

XYZ file:
```
14
Properties=species:S:1:pos:R:3
P -0.58 -0.57 0.14
O -3.05 0.04 0.27
C -1.99 0.64 -0.32
C 2.03 0.65 0.30
C 1.15 -0.39 -0.59
H -3.23 -0.86 -0.16
H -1.46 -1.77 -0.17
H 0.99 0.19 -1.58
H -1.91 1.65 -0.14
H -0.26 -1.01 1.48
H 2.78 0.15 0.80
H 1.62 -1.31 -0.81
H 2.48 1.43 -0.23
H 1.43 1.16 1.01
```

Results
Largest force on an atom, eV/A: 4.70
HOMO-LUMO gap, eV: 7.38
Energy relative to the best compared isomer or geometry (same formula, charge and spin), kcal per mole: 111.6
Structure (SMILES): CC[PH2]=CO


(6)
C3H9OPS | ωB97M-V/def2-TZVPD

XYZ file:
```
15
Properties=species:S:1:pos:R:3
S 1.15 0.99 -2.46
P 1.04 0.21 -0.72
O 2.56 -0.39 -0.37
C -1.54 -0.54 -0.70
C 0.76 1.19 0.85
C -0.18 -1.10 -0.27
H -0.03 -1.31 0.87
H 1.54 0.87 1.62
H -0.04 -2.03 -0.70
H 2.99 -0.65 -1.23
H -0.20 0.95 1.10
H -1.64 -0.28 -1.80
H -2.28 -1.22 -0.28
H 0.84 2.22 0.67
H -1.69 0.43 -0.13
```

Results
Largest force on an atom, eV/A: 3.64
HOMO-LUMO gap, eV: 9.80
Energy relative to the best compared isomer or geometry (same formula, charge and spin), kcal per mole: 14.7
Structure (SMILES): CC[P@@](C)(O)=S


(7)
C3H9OS | ωB97M-V/def2-TZVPD

XYZ file:
```
14
Properties=species:S:1:pos:R:3
S -0.45 -0.64 1.64
O 0.15 -0.39 -1.57
C 0.07 -0.66 3.43
C -0.04 0.98 -1.87
C 0.57 1.22 -3.25
H 0.00 -1.69 3.77
H 0.50 1.54 -1.09
H -1.08 1.28 -1.96
H 1.54 0.74 -3.36
H -0.58 0.01 4.00
H 0.64 2.27 -3.54
H 1.07 -0.26 3.54
H -0.08 0.73 -3.98
H -0.20 -0.54 -0.67
```

Results
Largest force on an atom, eV/A: 1.27
HOMO-LUMO gap, eV: 6.25
Charge: -1
Energy relative to the best compared isomer or geometry (same formula, charge and spin), kcal per mole: 21.8


(8)
C3H9OS | ωB97M-V/def2-TZVPD

XYZ file:
```
14
Properties=species:S:1:pos:R:3
S -0.28 1.22 -0.06
O -1.13 0.59 3.22
C 0.80 -1.33 -0.80
C 1.05 0.15 -0.58
C -0.04 -1.65 -2.12
H -1.46 0.50 2.31
H 1.40 0.40 -1.63
H -0.14 0.39 3.27
H 0.22 -1.80 0.08
H 1.70 -1.97 -0.77
H 1.84 0.30 0.22
H 0.46 -1.54 -3.04
H -0.83 -0.84 -2.02
H -0.50 -2.67 -2.17
```

Results
Largest force on an atom, eV/A: 3.34
HOMO-LUMO gap, eV: 6.75
Charge: -1
Energy relative to the best compared isomer or geometry (same formula, charge and spin), kcal per mole: 22.8


(9)
C3H9OS | ωB97M-V/def2-TZVPD

XYZ file:
```
14
Properties=species:S:1:pos:R:3
S -0.94 -0.94 -0.86
O 1.14 -0.25 1.60
C 0.67 -1.05 -2.08
C 0.66 1.16 1.20
C -1.59 -0.04 0.40
H 0.31 1.36 0.25
H 1.46 1.86 1.47
H -2.40 -0.53 1.03
H 0.08 -0.54 -2.95
H -0.16 1.22 1.92
H 0.93 -2.08 -2.04
H 0.45 -0.73 1.01
H 1.26 -0.59 -1.34
H -1.87 1.16 0.39
```

Results
Largest force on an atom, eV/A: 5.20
HOMO-LUMO gap, eV: 5.00
Charge: -1
Energy relative to the best compared isomer or geometry (same formula, charge and spin), kcal per mole: 154.1


(10)
C3H9OS | ωB97M-V/def2-TZVPD

XYZ file:
```
14
Properties=species:S:1:pos:R:3
S -2.08 0.42 0.04
O -2.38 -1.08 -0.73
C -0.35 1.06 -0.29
C 0.70 0.13 0.57
C 1.91 -0.55 -0.30
H -0.07 1.20 -1.42
H 1.17 0.77 1.44
H -3.35 -1.30 -0.53
H 0.06 -0.76 1.04
H 1.77 -1.72 -0.48
H -0.29 2.15 0.20
H 2.13 -0.03 -1.33
H -2.11 0.17 1.43
H 2.89 -0.46 0.36
```

Results
Largest force on an atom, eV/A: 2.68
HOMO-LUMO gap, eV: 10.31
Charge: +1
Energy relative to the best compared isomer or geometry (same formula, charge and spin), kcal per mole: 49.4


(11)
C3H9P | ωB97M-V/def2-TZVPD

XYZ file:
```
13
Properties=species:S:1:pos:R:3
P 1.01 1.15 1.15
C 0.08 -0.22 0.33
C -1.41 -0.10 0.54
C 0.46 -0.47 -1.12
H 2.26 0.79 0.66
H 0.82 2.06 0.11
H -1.64 0.06 1.60
H 0.50 -1.41 1.00
H 0.00 -1.39 -1.48
H -1.93 -1.00 0.21
H 1.54 -0.55 -1.24
H 0.10 0.35 -1.75
H -1.80 0.75 -0.02
```

Results
Largest force on an atom, eV/A: 4.35
HOMO-LUMO gap, eV: 10.55
Energy relative to the best compared isomer or geometry (same formula, charge and spin), kcal per mole: 0.0


(12)
C3H9PS | ωB97M-V/def2-TZVPD

XYZ file:
```
14
Properties=species:S:1:pos:R:3
S 0.13 1.75 0.77
P -2.61 0.42 -0.10
C 1.71 1.49 -0.19
C 0.03 -1.29 0.31
C -0.76 0.61 -0.30
H 2.55 1.47 0.46
H -0.71 0.82 -1.38
H 1.59 2.35 -0.97
H 1.59 0.51 -0.57
H 0.78 -0.90 1.02
H -2.98 0.55 -1.57
H 0.46 -1.79 -0.49
H -0.88 -1.80 0.68
H -2.55 1.90 0.18
```

Results
Largest force on an atom, eV/A: 4.66
HOMO-LUMO gap, eV: 9.23
Energy relative to the best compared isomer or geometry (same formula, charge and spin), kcal per mole: 84.5


(13)
C3H9PSi | ωB97M-V/def2-TZVPD

XYZ file:
```
14
Properties=species:S:1:pos:R:3
P -0.68 1.64 0.24
Si -4.27 -0.11 -0.01
C 2.67 -0.25 0.42
C 1.89 0.88 -0.32
C 0.42 0.63 -0.44
H 2.48 0.84 -1.20
H 2.81 -1.19 -0.27
H -4.44 -0.49 -1.40
H 1.98 -0.42 1.17
H -3.55 -1.17 0.94
H -4.42 1.27 0.42
H 2.19 1.87 0.26
H 3.58 0.07 0.73
H 0.01 -0.37 -1.00
```

Results
Largest force on an atom, eV/A: 4.39
HOMO-LUMO gap (alpha / beta), eV: 7.67 / 6.53
Energy relative to the best compared isomer or geometry (same formula, charge and spin), kcal per mole: 71.3


(14)
C3H9S2 | ωB97M-V/def2-TZVPD

XYZ file:
```
14
Properties=species:S:1:pos:R:3
S -0.07 2.26 0.49
S -0.15 -2.31 0.62
C -0.65 -1.34 -0.81
C 1.03 1.89 -0.93
C -0.46 -0.90 1.78
H 0.30 -0.26 1.36
H 0.47 2.06 -1.85
H -1.46 -0.51 1.77
H 0.01 -1.49 -1.67
H -0.17 -1.19 2.79
H 1.89 2.58 -0.95
H -0.62 -0.26 -0.57
H 1.54 0.93 -0.85
H -1.66 -1.49 -1.17
```

Results
Largest force on an atom, eV/A: 1.85
HOMO-LUMO gap, eV: 5.65
Charge: -1
Energy relative to the best compared isomer or geometry (same formula, charge and spin), kcal per mole: 25.3


(15)
C3H9S3 | ωB97M-V/def2-TZVPD

XYZ file:
```
15
Properties=species:S:1:pos:R:3
S 0.46 -1.22 -4.16
S 1.57 0.90 -0.02
S 0.82 -0.45 -2.11
C -1.52 0.18 0.59
C -0.39 -0.16 1.56
C 0.86 0.74 1.60
H -1.77 1.25 0.73
H -0.77 -0.22 2.59
H -1.21 0.07 -0.45
H -2.40 -0.47 0.79
H 1.60 0.37 2.35
H 1.23 -2.33 -4.15
H 1.01 0.76 -2.57
H 0.55 1.79 1.94
H -0.04 -1.21 1.30
```

Results
Largest force on an atom, eV/A: 1.96
HOMO-LUMO gap, eV: 6.36
Charge: -1
Energy relative to the best compared isomer or geometry (same formula, charge and spin), kcal per mole: 13.3


(16)
C3HAlO2 | ωB97M-V/def2-TZVPD

XYZ file:
```
7
Properties=species:S:1:pos:R:3
Al 2.98 0.76 -0.08
O 0.94 -1.24 -0.11
O 0.30 0.95 0.01
C -0.93 0.58 0.19
C 1.37 -0.13 -0.14
C -1.91 -0.14 0.16
H -2.76 -0.78 -0.03
```

Results
Largest force on an atom, eV/A: 8.02
HOMO-LUMO gap (alpha / beta), eV: 7.04 / 4.86
Multiplicity: 2
Charge: +1
Energy relative to the best compared isomer or geometry (same formula, charge and spin), kcal per mole: 50.1
Expectation value of S²: 0.758


(17)
C3HBrClNO2 | ωB97M-V/def2-TZVPD

XYZ file:
```
9
Properties=species:S:1:pos:R:3
Br -4.13 1.03 -0.30
Cl -2.71 -1.94 -0.91
O -0.50 -0.83 -0.30
O 0.78 -0.59 1.56
N -2.37 -1.26 2.71
C -2.09 -1.24 1.56
C -1.65 -1.31 0.30
C 0.62 -0.52 0.36
H 1.52 -0.42 -0.36
```

Results
Largest force on an atom, eV/A: 4.18
HOMO-LUMO gap (alpha / beta), eV: 9.60 / 5.53
Energy relative to the best compared isomer or geometry (same formula, charge and spin), kcal per mole: 50.6


(18)
C3HBrF2 | ωB97M-V/def2-TZVPD

XYZ file:
```
7
Properties=species:S:1:pos:R:3
Br 1.55 1.92 3.05
F 1.89 -0.78 3.12
F 2.99 2.82 1.75
C 0.61 -0.04 1.32
C -0.10 -0.10 0.33
C 1.28 0.24 2.47
H -0.52 -0.46 -0.57
```

Results
Largest force on an atom, eV/A: 1.89
HOMO-LUMO gap (alpha / beta), eV: 8.60 / 7.19
Energy relative to the best compared isomer or geometry (same formula, charge and spin), kcal per mole: 84.0


(19)
C3HBrF3N | ωB97M-V/def2-TZVPD

XYZ file:
```
9
Properties=species:S:1:pos:R:3
Br 1.13 0.93 -0.46
F -2.69 -0.67 -0.02
F -1.99 -0.44 -2.03
F -2.11 1.36 -0.64
N -0.96 3.91 1.07
C -0.24 3.02 1.01
C -1.86 0.07 -0.78
C 0.72 1.95 1.04
H 0.97 1.52 1.98
```

Results
Largest force on an atom, eV/A: 3.38
HOMO-LUMO gap (alpha / beta), eV: 8.57 / 8.35


(20)
C3HCl3O | ωB97M-V/def2-TZVPD

XYZ file:
```
8
Properties=species:S:1:pos:R:3
Cl 3.88 0.28 -0.07
Cl -1.28 -1.93 0.00
Cl 2.26 -2.56 0.01
O 1.56 1.46 -0.18
C 1.34 -1.14 -0.01
C 0.03 -0.84 -0.06
C 2.23 0.52 -0.15
H -0.19 0.11 0.11
```

Results
Largest force on an atom, eV/A: 5.85
HOMO-LUMO gap, eV: 9.93
Energy relative to the best compared isomer or geometry (same formula, charge and spin), kcal per mole: 35.8
Structure (SMILES): O=C(Cl)/C(Cl)=C/Cl